Formula: C37H44N3OP
Source: the Open Molecules 2025 dataset
Level of theory: ωB97M-V/def2-TZVPD

Bonds (Å) are listed after each position.
Geometry (Å):
1 C 7.54 1.39 2.41  N2 1.451, H30 1.095, H31 1.102, H32 1.104
2 N 7.21 0.08 1.91  C1 1.451, C3 1.450, C4 1.409
3 C 8.22 -0.45 1.01  N2 1.450, H33 1.097, H34 1.108, H35 1.105
4 C 6.00 -0.58 2.22  N2 1.409, C5 1.413, C29 1.426
5 C 4.84 -0.31 1.46  C4 1.413, C6 1.388, H36 1.091
6 C 3.66 -0.99 1.76  C5 1.388, C7 1.397, H37 1.090
7 C 3.60 -1.94 2.78  C6 1.397, C8 1.508, C28 1.402
8 C 2.27 -2.61 3.04  C7 1.508, C9 1.507, H38 1.107, H59 1.083
9 C 1.57 -3.36 1.93  C8 1.507, C10 1.406, C27 1.399
10 C 0.27 -3.82 2.19  C9 1.406, C11 1.378, H39 1.085
11 C -0.46 -4.56 1.28  C10 1.378, C12 1.468, C18 1.485
12 C -1.71 -5.22 1.66  C11 1.468, C13 1.410, C17 1.412
13 C -2.65 -4.55 2.48  C12 1.410, C14 1.395, H40 1.093
14 C -3.90 -5.11 2.72  C13 1.395, C15 1.401, H41 1.086
15 C -4.17 -6.44 2.38  C14 1.401, C16 1.403, H42 1.091
16 C -3.18 -7.17 1.69  C15 1.403, C17 1.395, H43 1.091
17 C -2.00 -6.55 1.28  C12 1.412, C16 1.395, H44 1.091
18 C 0.06 -4.76 -0.10  C11 1.485, O19 1.248, C20 1.478
19 O -0.55 -5.45 -0.94  C18 1.248
20 C 1.29 -4.01 -0.41  C18 1.478, C21 1.467, C27 1.384
21 C 1.81 -4.05 -1.78  C20 1.467, C22 1.408, C26 1.411
22 C 2.34 -2.88 -2.36  C21 1.408, C23 1.395, H45 1.092
23 C 2.83 -2.89 -3.66  C22 1.395, C24 1.399, H46 1.086
24 C 3.00 -4.10 -4.34  C23 1.399, C25 1.400, H47 1.091
25 C 2.56 -5.28 -3.75  C24 1.400, C26 1.396, H48 1.088
26 C 1.88 -5.25 -2.53  C21 1.411, C25 1.396, H49 1.089
27 C 1.98 -3.35 0.59  C9 1.399, C20 1.384, H50 1.083
28 C 4.70 -2.10 3.63  C7 1.402, C29 1.396, H51 1.095
29 C 5.90 -1.44 3.35  C4 1.426, C28 1.396, H52 1.100
30 H 6.74 1.80 3.04  C1 1.095
31 H 8.46 1.35 3.03  C1 1.102
32 H 7.74 2.10 1.59  C1 1.104
33 H 7.89 -1.41 0.60  C3 1.097
34 H 8.42 0.26 0.18  C3 1.108
35 H 9.16 -0.59 1.58  C3 1.105
36 H 4.90 0.38 0.62  C5 1.091
37 H 2.77 -0.79 1.17  C6 1.090
38 H 2.28 -3.14 4.01  C8 1.107
39 H -0.15 -3.64 3.17  C10 1.085
40 H -2.39 -3.55 2.84  C13 1.093
41 H -4.66 -4.51 3.21  C14 1.086
42 H -5.10 -6.92 2.67  C15 1.091
43 H -3.34 -8.22 1.45  C16 1.091
44 H -1.31 -7.08 0.63  C17 1.091
45 H 2.30 -1.95 -1.78  C22 1.092
46 H 3.10 -1.95 -4.13  C23 1.086
47 H 3.48 -4.14 -5.32  C24 1.091
48 H 2.70 -6.25 -4.23  C25 1.088
49 H 1.39 -6.14 -2.13  C26 1.089
50 H 2.90 -2.84 0.32  C27 1.083
51 H 4.63 -2.77 4.50  C28 1.095
52 H 6.81 -1.61 3.94  C29 1.100
53 C 1.98 3.10 5.62  C54 1.527, H67 1.097, H68 1.095, H69 1.095
54 C 1.08 3.31 4.40  C53 1.527, C55 1.525, C56 1.520, N57 1.469
55 C 0.44 4.69 4.43  C54 1.525, H70 1.098, H71 1.093, H72 1.095
56 C 1.88 3.19 3.11  C54 1.520, H73 1.098, H74 1.097, H75 1.096
57 N 0.03 2.29 4.38  C54 1.469, P58 1.723, C66 1.385
58 P -1.10 2.21 3.08  N57 1.723, N60 1.725
59 H 1.58 -1.79 3.17  C8 1.083
60 N -1.85 0.93 3.96  P58 1.725, C61 1.471, C65 1.384
61 C -3.08 0.28 3.47  N60 1.471, C62 1.528, C63 1.521, C64 1.526
62 C -3.48 -0.87 4.40  C61 1.528, H76 1.095, H77 1.095, H78 1.097
63 C -2.82 -0.22 2.06  C61 1.521, H79 1.098, H80 1.096, H81 1.098
64 C -4.20 1.32 3.40  C61 1.526, H82 1.098, H83 1.095, H84 1.093
65 C -1.65 1.09 5.32  N60 1.384, C66 1.363, H85 1.086
66 C -0.56 1.87 5.56  N57 1.385, C65 1.363, H86 1.086
67 H 2.41 2.09 5.66  C53 1.097
68 H 2.80 3.83 5.56  C53 1.095
69 H 1.47 3.29 6.57  C53 1.095
70 H -0.21 4.84 3.56  C55 1.098
71 H -0.13 4.83 5.35  C55 1.093
72 H 1.24 5.45 4.41  C55 1.095
73 H 1.25 3.38 2.23  C56 1.098
74 H 2.67 3.94 3.14  C56 1.097
75 H 2.33 2.20 3.01  C56 1.096
76 H -3.81 -0.52 5.39  C62 1.095
77 H -4.33 -1.38 3.95  C62 1.095
78 H -2.67 -1.60 4.53  C62 1.097
79 H -2.58 0.60 1.37  C63 1.098
80 H -1.99 -0.94 2.05  C63 1.096
81 H -3.73 -0.72 1.71  C63 1.098
82 H -3.92 2.15 2.74  C64 1.098
83 H -5.10 0.84 3.00  C64 1.095
84 H -4.43 1.70 4.39  C64 1.093
85 H -2.25 0.57 6.06  C65 1.086
86 H -0.15 2.11 6.53  C66 1.086

Results
- Total charge: 0
- Largest force on an atom: 3.315 eV Å⁻¹
- Kohn-Sham gap: 2.0 eV
- E: -2017.03930 a.u.
- Molar mass: 577.75 g mol⁻¹